{
  "formula": "C5H8O2",
  "method": "the ωB97M-V functional and the def2-TZVPD basis",
  "molar_mass_g_mol": 100.12,
  "orbital_gap_ev": [8.655, 6.929],
  "total_charge": 0,
  "relative_energy_kcal_mol": 138.9,
  "homo_ev": [-8.0, -6.8],
  "symbols": ["C", "C", "C", "C", "C", "O", "O", "H", "H", "H", "H", "H", "H", "H", "H"],
  "xyz": [[-0.716553, 0.249927, 1.580371], [0.131543, -0.495638, 0.391155], [1.126935, -0.227187, 1.569039], [0.044757, 0.122923, -0.891066], [-0.333146, -0.616224, -2.060097], [0.115819, -0.056039, 2.592938], [0.435277, 1.442221, -1.219475], [-0.731499, 1.320928, 1.328751], [-1.719254, -0.042448, 1.991966], [-0.059305, -1.633437, 0.487618], [1.808693, 0.581310, 1.607825], [-1.114032, -1.281416, -1.679132], [0.498274, -1.354443, -2.298376], [-0.366228, 0.083124, -2.924991], [0.878720, 1.906399, -0.476525]],
  "forces_ev_per_a": [[-3.216, 0.246, -0.409], [-0.511, -0.636, 3.088], [-0.851, -0.643, 0.221], [1.249, 1.828, 0.152], [1.596, -1.382, -0.747], [3.209, -0.588, 0.238], [0.190, -0.802, 1.397], [0.026, -0.076, -0.021], [0.148, -0.001, -1.521], [-0.050, 1.866, -0.876], [1.039, 0.811, -0.240], [-0.745, 0.216, -1.240], [-0.616, 0.660, -0.049], [-0.997, -0.885, 0.482], [-0.471, -0.616, -0.476]]
}